# 1
This record from the Open Molecules 2025 dataset describes a 2-piece molecular cluster, CH4NP overall. The level of theory is ωB97M-V/def2-TZVPD.

Element x y z (Å)
C1 -1.50041 0.53453 -0.10394
N1 2.54538 -0.81833 0.09325
P1 1.81871 0.45844 -0.25894
H1 -1.65849 1.11727 0.75586
H2 -1.77616 0.75027 -1.09103
H3 -1.53646 -0.49061 0.08340
H4 2.10743 -1.55157 0.52140

Cartesian forces, eV/Å:
0.598 -0.564 0.171
1.725 1.240 -0.890
-0.907 1.471 -0.512
-0.128 1.120 0.518
-0.228 0.984 -1.044
0.173 -1.618 0.381
-1.234 -2.633 1.376

Output
DFT total energy: -11876.741 eV
M: 61.02 g/mol
ΔE to the lowest compared entry with this formula, charge and spin: 267.26 kJ/mol

=====

# 2
This record from the Open Molecules 2025 dataset describes one molecule with the formula C5H7N. The level of theory is ωB97M-V/def2-TZVPD.

Element x y z (Å)
C1 -1.50882 -0.00246 0.04089
C2 -3.98850 0.07599 -0.09119
C3 -0.13309 0.12758 0.11989
C4 0.58129 1.45916 -0.05687
C5 0.62651 -1.13537 0.02316
N1 -2.73107 -0.00882 -0.02992
H1 -4.48309 -0.88229 -0.20821
H2 0.65831 1.59318 -1.16968
H3 1.69131 1.35854 0.35497
H4 -0.05720 2.19930 0.37954
H5 1.23949 -1.32597 0.92591
H6 1.59941 -1.16472 -0.53202
H7 0.23936 -2.13442 -0.09584

Cartesian forces, eV/Å:
2.789 0.912 0.299
0.863 0.644 -0.071
-3.725 -0.943 -1.307
1.731 -1.789 -0.395
3.705 -1.223 1.180
-0.176 -0.292 0.138
0.027 -0.432 0.086
0.068 0.224 1.003
-2.500 0.598 -0.584
0.288 0.842 0.271
-0.717 0.455 0.815
-1.118 0.806 -0.964
-1.236 0.199 -0.470

Output
DFT total energy: -6783.793 eV
M: 81.12 g/mol
ΔE to the lowest compared entry with this formula, charge and spin: 455.32 kJ/mol

=====

# 3
This record from the Open Molecules 2025 dataset describes an isolated ion of composition C6H10NO3P and charge -2. The level of theory is ωB97M-V/def2-TZVPD.

Element x y z (Å)
C1 1.62378 -0.29959 -0.62879
C2 0.19451 0.03998 -0.57928
C3 -0.06502 1.13964 -1.66041
C4 -0.71790 -1.21462 -0.87823
C5 -0.27982 0.61206 0.83321
C6 -1.57266 1.00227 0.84998
N1 -2.60607 1.47520 0.84096
P1 -0.07623 -0.55155 2.46049
O1 -0.81174 -1.81802 2.06176
O2 1.47153 -0.68232 2.41694
O3 -0.67629 0.20197 3.69541
H1 2.02179 -1.14203 -0.03502
H2 1.86885 -0.55598 -1.58720
H3 2.25622 0.51760 -0.17096
H4 -0.98144 1.64604 -1.50408
H5 -0.01906 0.72671 -2.63861
H6 0.83000 1.94727 -1.79604
H7 -1.70872 -0.81568 -1.11278
H8 -0.35108 -1.74867 -1.71524
H9 -0.75097 -1.92256 -0.09762
H10 0.35033 1.44228 1.24554

Cartesian forces, eV/Å:
2.070 0.244 3.548
-2.165 0.246 1.246
3.044 0.995 0.270
0.235 2.223 -0.541
3.803 -1.147 0.772
-0.824 0.946 -0.309
-2.832 0.822 -0.124
1.180 -0.388 1.522
-0.191 0.060 0.001
-1.236 0.373 0.200
0.944 -0.604 -2.302
-1.095 0.090 0.237
0.981 -0.127 -2.970
-0.568 -0.410 -0.967
-0.942 0.565 0.094
-0.411 -0.807 -1.072
-1.912 -1.577 1.048
-0.156 -0.349 0.092
0.505 -0.374 -1.453
-0.111 -0.307 1.471
-0.318 -0.475 -0.763

Output
DFT total energy: -23306.460 eV
SMILES: CC(C)(C)[C@@H](C#N)P(=O)([O-])[O-]
M: 175.12 g/mol
charge: -2
ΔE to the lowest compared entry with this formula, charge and spin: 0.00 kJ/mol

=====

# 4
This record from the Open Molecules 2025 dataset describes one molecule with the formula C3H6N4O. The level of theory is ωB97M-V/def2-TZVPD.

Element x y z (Å)
H1 0.67774 -2.45543 0.76058
N1 0.74687 -1.65065 1.42459
C1 0.05727 -0.61236 1.14336
N2 0.04110 0.53195 1.77920
C2 -0.55618 1.43133 1.05287
N3 -1.20912 0.83257 -0.09407
N4 -0.93833 -0.53091 -0.01473
O1 -0.30172 -1.05936 -1.20056
C3 0.78380 -0.18341 -1.48660
H2 -0.61937 2.41205 1.43007
H3 -2.19700 1.18075 -0.29058
H4 1.57045 -0.79977 -2.16653
H5 1.41654 0.04884 -0.47539
H6 0.52797 0.85441 -1.86224

Cartesian forces, eV/Å:
-0.418 1.215 0.591
-0.328 0.429 -0.632
-0.747 -4.682 -2.101
0.523 4.165 1.005
-0.786 -4.158 -0.341
-0.203 2.710 0.826
0.247 -0.748 0.641
0.066 1.803 0.660
3.870 -0.206 0.444
-0.507 1.243 -0.316
1.815 -1.158 0.331
-2.157 1.675 1.312
-1.336 -0.708 -2.325
-0.038 -1.579 -0.096

Output
DFT total energy: -11211.856 eV
SMILES: [H]/N=c1/nc[nH]n1OC
M: 114.11 g/mol
ΔE to the lowest compared entry with this formula, charge and spin: 474.80 kJ/mol

=====

# 5
This record from the Open Molecules 2025 dataset describes an isolated ion of composition C4H8N3S and charge +1. The level of theory is ωB97M-V/def2-TZVPD.

Element x y z (Å)
N1 -0.97761 1.63901 1.16772
C1 -0.73034 0.53233 0.46285
C2 -0.38397 -0.79095 1.11924
C3 0.72012 -1.48437 0.44482
N2 0.99770 -1.28187 -0.74810
C4 0.44126 -0.41074 -1.66857
S1 1.77631 0.63262 -2.21095
N3 -0.66118 0.48985 -0.79707
H1 -1.22029 1.43391 2.09866
H2 -1.39121 2.44893 0.84488
H3 -1.29355 -1.51717 1.08360
H4 -0.40088 -0.55480 2.18959
H5 1.39077 -2.25391 0.91629
H6 0.01585 -0.90831 -2.52758
H7 2.26515 0.66629 -1.05067
H8 -0.54814 1.35919 -1.32473

Cartesian forces, eV/Å:
0.744 -2.670 0.622
0.353 -1.078 1.102
-3.491 0.306 1.766
1.483 -0.873 0.621
0.895 -1.541 -1.615
-0.176 0.204 2.742
-1.234 0.654 -2.759
1.588 1.086 -5.317
-0.128 0.078 1.428
-0.770 1.839 -1.390
1.176 1.285 -0.315
1.089 -0.601 -0.002
-1.090 0.838 0.175
-0.722 0.030 0.087
1.236 0.206 2.327
-0.953 0.237 0.527

Output
DFT total energy: -19575.340 eV
SMILES: [NH2+]=C1CC=N[C@H](S)N1
M: 130.20 g/mol
charge: +1
ΔE to the lowest compared entry with this formula, charge and spin: 184.76 kJ/mol

=====

# 6
This record from the Open Molecules 2025 dataset describes a 2-piece molecular cluster, C6H10O2 overall. The level of theory is ωB97M-V/def2-TZVPD.

Element x y z (Å)
C1 2.40204 0.33458 1.05623
C2 0.24384 0.82114 -0.10030
C3 -0.28907 -0.45729 -0.55786
C4 -0.57857 1.80334 0.66868
C5 0.67404 -1.62554 -0.83778
C6 -1.79506 -0.65798 -0.33078
O1 3.30832 0.64916 0.34170
O2 -0.01759 0.56032 -1.45057
H1 2.37721 0.29777 2.09083
H2 -1.18973 2.30630 -0.08687
H3 0.01336 2.51182 1.27512
H4 -1.12051 1.20154 1.33280
H5 1.74253 -1.45985 -0.76311
H6 0.22422 -1.92619 -1.76797
H7 0.52296 -2.42409 -0.11214
H8 -2.29374 -1.57158 -0.64015
H9 -2.32460 0.21429 -0.86138
H10 -1.89965 -0.57775 0.74355

Cartesian forces, eV/Å:
-0.100 1.967 -5.371
0.640 -1.399 0.641
0.421 -1.575 0.885
1.594 0.997 -0.956
-1.967 -0.235 1.397
0.043 1.127 -0.615
-0.994 -0.929 1.628
1.103 2.514 -0.891
0.064 -0.312 2.664
-0.195 0.223 0.552
-0.241 -0.150 -0.542
-1.274 -0.437 1.084
-0.095 0.749 -0.736
0.862 -0.781 -0.808
-0.390 -0.241 0.034
0.456 -0.277 -0.258
0.707 -1.269 1.013
-0.636 0.029 0.279

Output
DFT total energy: -10473.566 eV
M: 114.14 g/mol
ΔE to the lowest compared entry with this formula, charge and spin: 540.72 kJ/mol

=====

# 7
This record from the Open Molecules 2025 dataset describes one molecule with the formula C4H5NO2. The level of theory is ωB97M-V/def2-TZVPD.

Element x y z (Å)
O1 -2.08510 2.20835 0.30517
C1 -1.36503 1.40999 -0.23716
C2 -0.58589 0.31719 0.47715
C3 -0.41066 -1.00491 -0.24238
N1 0.59986 0.01286 -0.32327
C4 1.81952 -0.46094 0.15585
O2 2.11195 -1.63601 0.10121
H1 -1.16967 1.44524 -1.33231
H2 -0.56635 0.41755 1.56187
H3 -1.02735 -1.12323 -1.13156
H4 0.16520 -1.89034 0.15049
H5 2.51351 0.30424 0.51492

Cartesian forces, eV/Å:
0.386 -0.519 -0.131
-0.242 0.045 0.252
0.143 0.001 0.170
0.249 -0.161 -0.386
0.381 0.106 -0.370
0.311 -0.262 0.084
0.295 0.693 0.092
-0.063 -0.081 0.173
0.230 -0.207 -0.194
0.194 -0.258 0.098
-1.868 0.522 0.162
-0.017 0.119 0.050

Output
DFT total energy: -9811.905 eV
SMILES: O=C[C@H]1CN1C=O
M: 99.09 g/mol
ΔE to the lowest compared entry with this formula, charge and spin: 232.53 kJ/mol

=====

# 8
This record from the Open Molecules 2025 dataset describes a 3-piece molecular cluster, C3H10NO4 overall. The level of theory is ωB97M-V/def2-TZVPD.

Element x y z (Å)
C1 -0.74660 -0.90651 1.89077
N1 -1.28170 -1.32032 0.51245
C2 -0.33191 -0.85696 -0.66052
C3 1.16062 -0.70169 -0.37651
O1 1.52402 0.24596 0.32882
O2 1.84311 -1.59145 -0.86315
H1 0.27227 -1.09864 2.20894
H2 -1.47692 -1.19370 2.58797
H3 -0.89680 0.16391 1.82004
H4 -1.25940 -2.36946 0.64839
H5 -0.70188 0.02093 -1.08729
H6 -0.49402 -1.72437 -1.40144
H7 1.39401 1.78968 -0.95236
H8 0.11669 2.52462 -0.99761
O3 0.91659 2.46920 -1.45325
H9 -1.70579 1.94310 -0.17813
H10 -2.20205 0.82853 0.89542
O4 -2.35458 1.76985 0.45588

Cartesian forces, eV/Å:
-0.974 1.652 -2.389
2.265 -0.850 1.272
-1.556 -3.978 0.592
-0.896 -0.999 0.102
0.204 1.778 0.703
1.390 -1.263 -0.743
0.161 -0.351 -0.404
-0.834 -0.935 1.172
0.819 0.497 0.642
0.117 1.455 -1.267
-0.950 1.511 -0.449
0.445 1.555 0.817
0.124 -0.352 0.291
-1.878 0.253 1.128
1.847 0.067 -1.274
1.673 -0.222 -1.307
-0.170 2.841 -2.020
-1.788 -2.661 3.134

Output
DFT total energy: -12953.946 eV
M: 124.12 g/mol
charge: -1
ΔE to the lowest compared entry with this formula, charge and spin: 228.31 kJ/mol